C3H8N2 | the ωB97M-V functional and the def2-TZVPD basis

Element x y z (Å)
H1 -1.32016 0.13040 1.94924
C1 0.27275 0.32774 -1.04283
H2 1.20994 2.16055 -0.49306
N1 -0.94287 -1.69064 0.85623
H3 -0.06874 -2.22676 0.90960
H4 -1.21027 -1.98838 -0.12072
H5 2.07819 0.65886 0.07088
H6 -0.07465 0.77356 -1.98928
C2 -0.93664 -0.20698 1.02194
C3 1.65821 1.06417 -0.78499
H7 2.34187 1.16381 -1.68238
N2 -0.38616 0.68322 0.19588
H8 0.38112 -0.72972 -1.17371

Cartesian forces (eV/Å) of the 2 atoms listed first:
H -0.504 0.365 0.725
C 2.617 2.641 -0.752

Computed properties:
- highest occupied orbital energy (spin up / spin down) (eV) = -16.69 / -16.25
- net charge = +1
- energy above the lowest of the compared OMol25 structures with the same formula, charge and spin (eV) = 3.782
- spin multiplicity = 2



C3H14OSi3 | the ωB97M-V functional and the def2-TZVPD basis

Element x y z (Å)
H1 -1.65091 -1.56076 -1.49298
Si1 3.61108 -0.14440 -0.37008
C1 -2.95522 -0.55293 0.23936
H2 4.68955 1.36815 0.64569
H3 -1.91779 2.62216 0.55441
H4 -3.18672 0.53756 0.42595
H5 -0.12628 -0.80115 -1.33768
H6 2.11490 0.17265 -0.53085
Si2 -0.38856 0.74152 0.94286
H7 -3.66718 -1.24368 0.67534
H8 0.12462 0.27866 2.23414
O1 3.83067 0.98433 0.89592
H9 -1.66429 -1.64208 1.07676
H10 3.59079 -1.49506 0.26816
H11 -3.20392 -0.74609 -0.83814
H12 -0.38726 3.87542 -0.32935
H13 -0.33906 -2.40200 -0.56047
Si3 -0.87658 2.35603 -0.58265
C2 -1.43981 -0.80386 0.44794
H14 4.66116 -0.04812 -1.50247
C3 -0.81919 -1.49634 -0.86187

Cartesian forces (eV/Å) of the 2 atoms listed first:
H -0.838 -0.867 -1.262
Si -1.318 0.336 1.470

Computed properties:
- highest occupied orbital energy (eV) = -7.56
- net charge = 0
- energy above the lowest of the compared OMol25 structures with the same formula, charge and spin (eV) = 5.725



C43H97ClN3O5P2 | the ωB97M-V functional and the def2-TZVPD basis

Element x y z (Å)
C1 -5.68148 -1.41620 6.50641
H1 -0.81987 3.32277 -1.86029
C2 -2.62728 5.55747 -8.25999
H2 1.31289 0.71962 3.97884
H3 0.51421 -3.78109 9.40311
Cl1 1.76697 -1.43644 1.11933
C3 -2.24303 -1.07114 7.61524
H4 1.25349 4.75629 -3.40880
H5 -0.73417 -4.80509 9.01922
H6 -2.27381 -3.22356 7.38801
H7 -0.56928 -1.42257 4.71646
H8 3.21213 -0.67747 4.75837
H9 -1.08563 0.13916 4.13772
H10 4.00548 -3.74289 1.65324
H11 -1.70646 -0.27950 8.15136
H12 4.15381 -6.98337 3.23482
H13 -2.96596 -2.17881 4.27863
H14 -2.38118 -2.85724 9.64402
C4 -0.54069 -3.93174 9.65205
C5 3.24255 -3.84541 4.01899
H15 3.85125 -0.09179 -4.88387
C6 -0.61383 4.54884 -4.62926
H16 2.19918 3.03250 -1.77552
H17 -0.82533 -4.65053 -5.59691
H18 -3.32012 7.36914 -7.37384
C7 -6.91982 -2.21482 6.93542
H19 3.67355 4.10773 -7.38043
H20 -4.07468 -0.86787 4.23039
H21 -0.53242 -0.83135 -5.47641
O1 3.01414 -1.44473 1.79526
H22 1.07501 2.32413 -0.71321
C8 3.98068 -4.81109 1.86587
C9 -4.04963 3.28106 5.01631
H23 -3.86142 3.80314 4.07852
C10 1.19366 3.18472 -1.37652
H24 3.68261 -6.55245 4.86210
C11 2.45596 5.11869 -8.72085
C12 -1.58486 -2.44860 7.72729
C13 3.31331 -1.02460 -4.89639
H25 -1.01615 0.36541 -2.66715
H26 -0.65589 -4.20523 10.69580
C14 3.10619 4.59299 -9.98132
H27 5.71972 -4.92934 4.84908
H28 -7.29952 -2.67423 6.02400
C15 -1.07549 -0.09884 -4.87868
P1 -2.43571 -0.49932 5.89984
C16 0.15961 0.46207 5.76419
H29 4.34099 -2.37733 -1.97312
H30 -0.16615 3.66646 -8.35579
H31 3.39827 -0.85859 -2.00502
H32 -5.65260 4.43982 5.92147
P2 0.29909 3.71764 -6.01866
H33 2.60170 3.70567 -10.37171
H34 5.97483 -5.70274 3.32465
H35 -2.52251 1.70527 6.71526
C17 2.60195 4.06239 -7.59016
H36 -2.64631 5.13557 -9.27090
H37 3.13215 5.34482 -10.76979
H38 -3.38693 3.62818 5.81451
H39 2.35128 -1.00122 6.31607
H40 -0.72783 -2.98592 -5.06715
H41 -1.67715 3.45797 -7.46289
H42 -2.85387 1.73261 4.05282
O2 0.73697 -1.87965 2.00829
H43 -3.26973 4.90876 -7.65845
O3 1.86210 -2.36570 -0.00241
C18 -3.63836 1.83681 4.80638
C19 -1.38017 -2.73999 9.22246
C20 0.31722 1.89914 -5.64627
H44 4.91312 -5.23102 1.48781
H45 1.01376 1.89666 -4.80445
H46 -1.06857 6.13304 -6.88419
C21 -0.73082 4.00121 -7.48232
H47 -0.82934 -1.34145 -3.16886
H48 -1.67623 1.96950 -4.74207
H49 -2.52631 7.56282 -9.05656
H50 2.14636 -1.31511 -6.73329
H51 -3.19813 -0.94910 8.13302
H52 1.11763 4.06143 -0.73346
H53 -1.62522 4.17573 -4.48683
H54 2.27706 -3.75734 3.52715
C22 1.51399 0.52726 5.03403
H55 -6.62938 -2.96772 7.67054
H56 2.13951 5.36556 -5.92668
C23 -3.22066 1.12816 6.10215
H57 2.16291 1.29270 5.45992
N1 3.38148 -1.80664 -3.77637
H58 0.38487 0.22171 6.80769
H59 3.08695 -4.03934 5.08131
C24 1.20524 -3.87894 -5.69810
H60 2.37142 3.08390 -8.01704
H61 2.35363 -3.62001 -3.20885
H62 -0.65299 5.60201 -4.90552
H63 2.62621 -7.17928 0.15678
H64 -5.77532 2.69801 6.15958
O4 1.50187 -0.11813 0.60377
H65 6.02144 -4.03048 3.29276
C25 -1.08861 1.35410 -5.42362
H66 1.69724 -1.61028 4.79328
H67 0.79869 1.43416 -6.50985
H68 0.48994 -0.29123 -3.37814
N2 1.98534 -2.78311 -5.14334
C26 -3.57560 -1.54715 4.92737
H69 -2.12673 -0.39503 -4.90468
H70 2.81919 -5.13408 0.09733
C27 5.49090 -4.83973 3.79108
C28 -1.19618 5.46183 -7.74048
C29 2.24535 -0.78415 5.25240
H71 2.95032 6.04959 -8.43806
H72 -0.64567 -2.44584 7.17041
C30 1.95274 4.33884 -6.23506
N3 4.02977 -4.96020 3.38379
H73 -5.22653 -2.89398 5.07356
C31 -4.62512 -2.27451 5.74397
C32 2.83999 -5.49934 1.12836
C33 2.40154 -1.60308 -5.72761
H74 0.00916 2.24881 -2.91611
C34 -5.51371 3.47660 5.43949
H75 -4.50701 1.26687 4.45693
H76 1.20104 -3.70107 -6.77467
H77 -4.20010 -2.95519 6.48225
C35 4.09316 -1.49410 -2.55539
H78 -1.66424 1.35046 -6.34973
C36 -0.85724 -0.42561 5.04972
H79 -0.00681 -4.31064 -4.06619
H80 -0.50713 5.95836 -8.42904
H81 -5.96142 -0.55981 5.88782
C37 2.50246 -2.81188 -3.90533
H82 -7.63481 -1.59948 7.47651
H83 -0.92348 -1.82782 9.61761
C38 3.52325 -6.31135 3.81370
H84 -5.21106 -1.05654 7.42570
H85 -0.05873 5.33313 -2.66372
H86 -4.16191 7.10987 -8.75689
H87 1.39463 5.33397 -8.85259
C39 -0.60467 -0.30251 -3.41802
H88 2.42519 3.61647 -5.55556
C40 0.10046 3.22850 -2.44776
C41 -3.14437 6.97506 -8.37997
H89 -0.30692 1.44947 5.84508
H90 2.46439 -6.31041 3.57322
C42 -0.19613 -3.93349 -5.07202
H91 3.82668 -2.92944 4.02643
C43 0.19586 4.48026 -3.30017
H92 1.69947 -4.84286 -5.58997
H93 -4.12372 0.96707 6.69513
H94 -6.10160 3.34837 4.53201
O5 3.02804 -6.89883 0.98102
H95 1.84713 -5.22238 1.49848
H96 4.14621 4.27917 -9.86436
H97 5.03927 -1.00927 -2.78629

Cartesian forces (eV/Å) of the 2 atoms listed first:
C 0.740 0.049 0.264
H -0.227 -0.161 -0.239

Computed properties:
- highest occupied orbital energy (eV) = -15.00
- net charge = +3



Max |F| values, unit eV Å⁻¹, following the record order: 6.16, 3.44, 2.90.
E_tot values, unit Ha, following the record order: -228.199472, -1066.232443, -3378.860457.